(1)
The following is a DFT calculation (ωB97M-V/def2-TZVPD) of a gas-phase ion, C3H7INS (charge +1) in a non-equilibrium geometry.

```
! RIJCOSX wB97M-V def2-TZVPD def2/J DEFGRID3
* xyz 1 1
C -0.6505 -0.5362 -1.1435
C -0.0114 -0.1360 1.1040
C 0.9457 0.4046 0.0475
N -1.1288 -0.5704 0.2872
S 0.7805 2.1541 -0.0958
I 2.9221 -0.4245 0.0233
H -1.1816 0.2671 -1.7288
H -0.2239 -1.4086 -1.7132
H 0.4119 -1.0133 1.6412
H -0.2393 0.5047 1.8596
H -1.8364 0.1874 0.1087
H -1.4758 -1.4965 0.5578
H 1.6875 2.0677 -0.9479
*
```

Lowest unoccupied orbital energy   -0.173 Eh
Energy   -868.7456 a.u.
Gap between HOMO and LUMO   8.1 eV
Relative energy (zero: lowest compared OMol25 entry of this formula, charge and spin)   58.8 kcal/mol
Largest force on an atom   0.0810 Eh/bohr

***

(2)
The following is a DFT calculation (ωB97M-V/def2-TZVPD) of a molecular structure, C3H7LuO2 in a non-equilibrium geometry.

```
! RIJCOSX wB97M-V def2-TZVPD def2/J DEFGRID3
* xyz 2 1
C -0.5106 -1.0228 0.6510
O 0.9086 -1.2334 0.4547
C 1.4511 -0.9276 -0.6927
C 0.8185 -0.7440 -1.8923
H -0.5871 0.5740 1.5205
H -0.8147 -2.0815 0.5624
H -1.3934 -0.9482 1.2998
H 2.4955 -0.6253 -0.5689
H -0.1259 -1.2484 -2.1222
H 1.4181 -0.3242 -2.7021
Lu -0.7243 1.1706 -1.1558
O -0.7927 1.7686 0.9229
H -1.5678 2.0976 1.3850
*
```

Lowest unoccupied orbital energy (alpha / beta)   -0.387 / -0.388 Eh
Energy   -1503.6068 a.u.
Gap between HOMO and LUMO (alpha / beta)   6.6 / 6.6 eV
Relative energy (zero: lowest compared OMol25 entry of this formula, charge and spin)   73.4 kcal/mol
Largest force on an atom   0.0996 Eh/bohr

***

(3)
The following is a DFT calculation (ωB97M-V/def2-TZVPD) of C3H7N in the gas phase.

```
! RIJCOSX wB97M-V def2-TZVPD def2/J DEFGRID3
* xyz 0 1
C 1.2501 0.5195 0.3250
N 0.3861 -0.5228 -0.2088
C -0.8987 -0.7481 0.4252
C -0.8057 -0.0713 -0.8926
H 0.8170 1.0525 1.1867
H 1.4476 1.2468 -0.4695
H 2.2076 0.0910 0.6434
H -1.2353 -1.7822 0.4809
H -1.1691 -0.1355 1.2872
H -1.0371 -0.6133 -1.8078
H -0.9917 1.0039 -0.9230
*
```

Lowest unoccupied orbital energy   0.048 Eh
Energy   -173.2021 a.u.
Gap between HOMO and LUMO   10.4 eV
Relative energy (zero: lowest compared OMol25 entry of this formula, charge and spin)   25.1 kcal/mol
Largest force on an atom   0.0051 Eh/bohr

***

(4)
The following is a DFT calculation (ωB97M-V/def2-TZVPD) of C3H7N in the gas phase in a non-equilibrium geometry.

```
! RIJCOSX wB97M-V def2-TZVPD def2/J DEFGRID3
* xyz 0 1
C 1.7234 0.9870 -0.4067
C 0.5132 0.4309 -0.4941
N -0.2806 0.0506 0.5817
C -1.4219 -0.8362 0.2962
H 2.2595 0.8471 0.5186
H 2.1618 1.5158 -1.2346
H -0.0684 0.4613 -1.4122
H 0.2240 -0.2492 1.4040
H -1.5461 -1.4909 1.1582
H -2.3237 -0.2449 0.1544
H -1.2412 -1.4716 -0.5654
*
```

Lowest unoccupied orbital energy   0.044 Eh
Energy   -173.2193 a.u.
Gap between HOMO and LUMO   9.2 eV
Relative energy (zero: lowest compared OMol25 entry of this formula, charge and spin)   14.3 kcal/mol
Largest force on an atom   0.0257 Eh/bohr

***

(5)
The following is a DFT calculation (ωB97M-V/def2-TZVPD) of C3H7N in the gas phase.

```
! RIJCOSX wB97M-V def2-TZVPD def2/J DEFGRID3
* xyz 0 1
C 1.3249 0.3993 0.3690
N -0.0859 0.5392 0.1489
C -1.0596 -0.4659 0.4513
C -0.8025 -0.0266 -0.9543
H 1.4855 0.4776 1.4479
H 1.8004 1.2482 -0.1310
H 1.7916 -0.5293 0.0030
H -0.7625 -1.4792 0.7305
H -1.9095 -0.0879 1.0075
H -0.3250 -0.7539 -1.6138
H -1.4572 0.6786 -1.4589
*
```

Lowest unoccupied orbital energy   0.047 Eh
Energy   -173.2000 a.u.
Gap between HOMO and LUMO   10.2 eV
Relative energy (zero: lowest compared OMol25 entry of this formula, charge and spin)   26.4 kcal/mol
Largest force on an atom   0.0075 Eh/bohr

***

(6)
The following is a DFT calculation (ωB97M-V/def2-TZVPD) of 2 unconnected molecules or ions with the total composition C3H7N2 in a non-equilibrium geometry.

```
! RIJCOSX wB97M-V def2-TZVPD def2/J DEFGRID3
* xyz 1 1
C 1.7578 -1.2014 1.0480
C 1.4677 -2.0812 0.0778
C 0.8804 -0.7903 0.0272
N -1.6574 1.6675 -0.0503
N 0.1758 0.1122 -0.6169
H 2.3228 -0.8417 1.8831
H 1.5535 -3.0368 -0.4274
H -1.9250 1.3477 -0.9768
H -1.4708 2.6865 -0.1555
H -2.4573 1.4868 0.5849
H -0.2666 -0.2820 -1.3746
H -0.3808 0.9329 -0.0195
*
```

Lowest unoccupied orbital energy   -0.135 Eh
Energy   -227.6866 a.u.
Gap between HOMO and LUMO   11.3 eV
Relative energy (zero: lowest compared OMol25 entry of this formula, charge and spin)   42.5 kcal/mol
Largest force on an atom   0.0854 Eh/bohr

***

(7)
The following is a DFT calculation (ωB97M-V/def2-TZVPD) of a gas-phase ion, C3H7N2 (charge +1) in a non-equilibrium geometry.

```
! RIJCOSX wB97M-V def2-TZVPD def2/J DEFGRID3
* xyz 1 1
C -1.9613 0.5867 0.7439
C -0.8387 -0.1599 0.4758
N 0.6857 -0.1212 -0.2614
C 1.2139 0.9937 -0.5695
N 1.2253 -1.3183 -0.3532
H -2.7400 0.0923 1.2980
H -2.0969 1.6099 0.4365
H -0.8443 -1.1710 0.8603
H 0.6963 1.9146 -0.3645
H 2.1956 1.0253 -1.0189
H 0.6256 -2.1227 -0.4769
H 2.1591 -1.3641 -0.7449
*
```

Lowest unoccupied orbital energy   -0.171 Eh
Energy   -227.6403 a.u.
Gap between HOMO and LUMO   10.3 eV
Relative energy (zero: lowest compared OMol25 entry of this formula, charge and spin)   71.6 kcal/mol
Largest force on an atom   0.0988 Eh/bohr

***

(8)
The following is a DFT calculation (ωB97M-V/def2-TZVPD) of a gas-phase ion, C3H7N2 (charge +1) in a non-equilibrium geometry.

```
! RIJCOSX wB97M-V def2-TZVPD def2/J DEFGRID3
* xyz 1 1
C 1.2323 0.8777 -1.5590
C 0.3546 -0.3928 -1.2033
N -0.1168 -0.5764 -0.0580
N -0.1184 -1.0199 1.0930
C -1.0696 -0.9338 2.0944
H 0.7431 1.8479 -1.7046
H 1.7433 0.6562 -2.4866
H 1.7827 1.1923 -0.6622
H -0.0604 -0.8344 -2.0970
H -2.0188 -0.2362 1.8037
H -0.8097 -0.3864 2.9842
H -1.2478 -1.9758 2.2813
*
```

Lowest unoccupied orbital energy   -0.216 Eh
Energy   -227.6265 a.u.
Gap between HOMO and LUMO   9.7 eV
Relative energy (zero: lowest compared OMol25 entry of this formula, charge and spin)   80.2 kcal/mol
Largest force on an atom   0.1055 Eh/bohr

***

(9)
The following is a DFT calculation (ωB97M-V/def2-TZVPD) of 2 unconnected molecules or ions with the total composition C3H7N2 in a non-equilibrium geometry.

```
! RIJCOSX wB97M-V def2-TZVPD def2/J DEFGRID3
* xyz 1 1
C 2.3400 -0.1289 0.0869
C -1.5559 -0.5677 0.5617
C -0.9085 0.7443 0.7747
N 1.3274 0.6709 0.2228
N -1.6084 0.4682 -0.4955
H 2.1685 -1.1524 0.3870
H 3.4026 -0.0065 -0.1563
H -1.2196 -1.6193 0.5092
H -2.5813 -0.8522 0.9128
H 1.5348 1.6673 0.0418
H -1.0890 0.3859 -1.2879
H -2.4430 0.9124 -0.6055
*
```

Lowest unoccupied orbital energy   -0.192 Eh
Energy   -227.5438 a.u.
Gap between HOMO and LUMO   9.1 eV
Relative energy (zero: lowest compared OMol25 entry of this formula, charge and spin)   132.1 kcal/mol
Largest force on an atom   0.0676 Eh/bohr

***

(10)
The following is a DFT calculation (ωB97M-V/def2-TZVPD) of a gas-phase ion, C3H7N2 (charge +1) in a non-equilibrium geometry.

```
! RIJCOSX wB97M-V def2-TZVPD def2/J DEFGRID3
* xyz 1 3
C 0.2448 1.1950 -1.1476
C -0.3594 -0.4282 1.2361
C -0.1312 0.1689 -0.1033
N -0.9041 0.2670 -1.2937
N 0.5808 -1.1005 0.2639
H 0.2257 2.2593 -0.8431
H 1.1874 0.7892 -1.6884
H 0.2963 -0.1639 2.0550
H -1.4071 -0.7406 1.4694
H -1.8694 0.4758 -1.1351
H 1.5950 -1.1645 0.3266
H 0.1448 -1.9154 -0.1516
*
```

Expectation value of S²   2.01
Lowest unoccupied orbital energy (alpha / beta)   -0.123 / -0.331 Eh
Energy   -227.4057 a.u.
Gap between HOMO and LUMO (alpha / beta)   4.8 / 8.4 eV
Relative energy (zero: lowest compared OMol25 entry of this formula, charge and spin)   105.8 kcal/mol
Largest force on an atom   0.0830 Eh/bohr

***

(11)
The following is a DFT calculation (ωB97M-V/def2-TZVPD) of a gas-phase ion, C3H7N2O (charge +1) in a non-equilibrium geometry.

```
! RIJCOSX wB97M-V def2-TZVPD def2/J DEFGRID3
* xyz 1 1
C -0.9795 2.6606 -0.1024
N -0.0902 1.7946 -0.0583
C 0.4103 0.6473 -0.4825
O 1.2027 0.5235 -1.4943
C 0.0327 -0.5380 0.3940
N 0.7681 -1.7232 -0.0906
H -0.9113 3.5908 0.3905
H -1.6966 2.3779 -0.8407
H 1.7424 -0.2870 -1.5591
H -1.0376 -0.5793 0.1718
H -0.1042 -0.2613 1.3937
H 1.4307 -2.0489 0.5723
H 0.1766 -2.4176 -0.5379
*
```

Lowest unoccupied orbital energy   -0.162 Eh
Energy   -302.9517 a.u.
Gap between HOMO and LUMO   10.4 eV
Relative energy (zero: lowest compared OMol25 entry of this formula, charge and spin)   55.4 kcal/mol
Largest force on an atom   0.0678 Eh/bohr

***

(12)
The following is a DFT calculation (ωB97M-V/def2-TZVPD) of a gas-phase ion, C3H7N2O (charge +1) in a non-equilibrium geometry.

```
! RIJCOSX wB97M-V def2-TZVPD def2/J DEFGRID3
* xyz 1 1
C -0.5654 1.2977 -0.0314
C -0.1142 -0.1727 -0.2743
N -0.9173 -1.2301 0.6088
N 1.3009 -0.3939 -0.0515
C 2.3667 0.0860 -0.4122
O 3.4545 0.3447 -0.6438
H -0.2576 1.7526 -0.9897
H -0.0893 1.8246 0.8642
H -1.6168 1.1801 -0.1323
H -0.3927 -0.4234 -1.3565
H -1.9732 -0.9371 0.4775
H -0.5280 -1.1807 1.6065
H -0.6677 -2.1480 0.3347
*
```

Lowest unoccupied orbital energy   -0.149 Eh
Energy   -302.9805 a.u.
Gap between HOMO and LUMO   10.9 eV
Relative energy (zero: lowest compared OMol25 entry of this formula, charge and spin)   37.3 kcal/mol
Largest force on an atom   0.0701 Eh/bohr

***

(13)
The following is a DFT calculation (ωB97M-V/def2-TZVPD) of a gas-phase ion, C3H7N2O (charge +1) in a non-equilibrium geometry.

```
! RIJCOSX wB97M-V def2-TZVPD def2/J DEFGRID3
* xyz 1 1
C -0.0774 -1.6879 0.1037
C 0.4269 -0.3532 0.8272
C -0.5748 1.5101 -0.4685
N -0.7859 -1.6286 -0.9281
N 0.6660 0.8811 -0.0872
O -1.2358 -0.7663 -1.6549
H 0.0157 -2.5663 0.6932
H -0.3496 -0.1330 1.6643
H 1.2768 -0.7263 1.4347
H -1.5201 1.2317 0.1123
H -0.3980 2.2372 -1.2309
H 1.3803 1.3785 0.4110
H 1.1759 0.6229 -0.8768
*
```

Lowest unoccupied orbital energy (alpha / beta)   -0.193 / -0.184 Eh
Energy   -302.7895 a.u.
Gap between HOMO and LUMO (alpha / beta)   9.0 / 9.3 eV
Relative energy (zero: lowest compared OMol25 entry of this formula, charge and spin)   157.2 kcal/mol
Largest force on an atom   0.0780 Eh/bohr

***

(14)
The following is a DFT calculation (ωB97M-V/def2-TZVPD) of 2 unconnected molecules or ions with the total composition C3H7N2O in a non-equilibrium geometry.

```
! RIJCOSX wB97M-V def2-TZVPD def2/J DEFGRID3
* xyz 1 1
C 1.7226 0.4988 -1.2540
C 0.9624 1.4726 -0.5276
N 0.1537 0.7304 0.2024
C 0.5219 -0.5932 0.1912
N 1.5376 -0.7181 -0.7033
H 2.2545 0.3591 -2.2903
H 1.0851 2.5301 -0.4174
H -0.4632 1.1872 1.0015
H -0.3042 -1.3098 0.3583
H 2.0922 -1.5252 -0.6654
H -3.2814 -1.4609 1.8404
H -3.1413 -0.6012 0.6607
O -3.1401 -0.5698 1.6036
*
```

Lowest unoccupied orbital energy   -0.160 Eh
Energy   -302.9623 a.u.
Gap between HOMO and LUMO   10.0 eV
Relative energy (zero: lowest compared OMol25 entry of this formula, charge and spin)   48.8 kcal/mol
Largest force on an atom   0.0925 Eh/bohr

***

(15)
The following is a DFT calculation (ωB97M-V/def2-TZVPD) of 2 unconnected molecules or ions with the total composition C3H7N2O2 in a non-equilibrium geometry.

```
! RIJCOSX wB97M-V def2-TZVPD def2/J DEFGRID3
* xyz -1 1
C 1.3836 2.4463 -0.0878
C 0.1165 -1.0591 1.4184
C -1.1510 -0.0691 -1.3547
N 0.4573 -1.0797 0.1060
N 0.1864 -0.1484 -0.8896
O 0.4341 3.0062 0.3731
O 2.5233 2.2663 -0.3452
H -0.9390 -1.4589 1.7937
H 0.8654 -1.5266 2.0115
H 0.2888 -0.0714 1.7491
H -1.9426 0.1464 -0.5940
H -1.1468 0.6411 -2.2184
H -1.4923 -1.0991 -1.7135
H 0.4161 -1.9940 -0.2486
*
```

Lowest unoccupied orbital energy   0.139 Eh
Energy   -378.4218 a.u.
Gap between HOMO and LUMO   5.5 eV
Relative energy (zero: lowest compared OMol25 entry of this formula, charge and spin)   98.1 kcal/mol
Largest force on an atom   0.0646 Eh/bohr

***

(16)
The following is a DFT calculation (ωB97M-V/def2-TZVPD) of 2 unconnected molecules or ions with the total composition C3H7N2O2 in a non-equilibrium geometry.

```
! RIJCOSX wB97M-V def2-TZVPD def2/J DEFGRID3
* xyz -1 1
C 1.6930 0.1658 -0.5385
C -0.0247 -1.3634 0.5952
C 0.4484 -0.4018 -0.4913
N -2.4092 2.0393 0.2609
N -2.4141 0.9707 -0.3913
O 2.0430 1.2031 -1.1126
O 2.5884 -0.5726 0.2091
H 0.9173 -1.7021 1.0863
H -0.7418 -0.9079 1.2968
H -0.4488 -2.2550 0.1148
H -0.3010 0.1477 -0.9887
H -2.4579 1.8203 1.3227
H 3.5206 -0.3084 0.0097
H -2.4133 1.1643 -1.3729
*
```

Lowest unoccupied orbital energy   0.148 Eh
Energy   -378.4415 a.u.
Gap between HOMO and LUMO   5.7 eV
Relative energy (zero: lowest compared OMol25 entry of this formula, charge and spin)   85.8 kcal/mol
Largest force on an atom   0.0577 Eh/bohr

***

(17)
The following is a DFT calculation (ωB97M-V/def2-TZVPD) of a molecular structure, C3H7N2O2 in a non-equilibrium geometry.

```
! RIJCOSX wB97M-V def2-TZVPD def2/J DEFGRID3
* xyz 1 1
C 1.2837 0.2575 0.4334
C 0.4945 -1.0368 0.6622
C -0.7504 -0.0677 -0.8497
N -2.1115 0.2955 0.3615
N 0.3145 0.8668 -0.5979
O -2.9930 -0.4578 0.3502
O -0.1748 -1.2795 -0.5722
H 1.1795 0.9663 1.3129
H 2.3279 0.1594 0.0280
H 1.1194 -1.8109 0.9918
H -0.2471 -0.6374 1.3853
H -1.1233 -0.1081 -1.7879
H 0.0182 1.7000 -0.1091
H 0.6624 1.1527 -1.6084
*
```

Lowest unoccupied orbital energy   -0.175 Eh
Energy   -378.0850 a.u.
Gap between HOMO and LUMO   8.6 eV
Relative energy (zero: lowest compared OMol25 entry of this formula, charge and spin)   105.9 kcal/mol
Largest force on an atom   0.0854 Eh/bohr

***

(18)
The following is a DFT calculation (ωB97M-V/def2-TZVPD) of 2 unconnected molecules or ions with the total composition C3H7N2O2 in a non-equilibrium geometry.

```
! RIJCOSX wB97M-V def2-TZVPD def2/J DEFGRID3
* xyz 1 3
C 1.6167 -2.5211 -0.7104
C 0.4966 -0.3333 0.5999
C -0.8893 -0.1942 0.7105
N 0.4960 -2.8809 -1.0712
N -1.2932 1.3673 1.0841
O 2.6946 -2.1316 -0.4470
O -0.5339 -0.1055 -0.7206
H 1.2189 0.3465 0.8663
H -1.6904 -0.8771 0.8993
H -0.6527 -0.9892 -1.1448
H 0.1233 -3.7982 -1.0334
H -0.5581 1.9180 0.6210
H -1.1091 1.5425 2.1292
H -2.1369 1.7878 0.8331
*
```

Expectation value of S²   2.01
Lowest unoccupied orbital energy (alpha / beta)   -0.137 / -0.197 Eh
Energy   -377.9773 a.u.
Gap between HOMO and LUMO (alpha / beta)   6.7 / 9.2 eV
Relative energy (zero: lowest compared OMol25 entry of this formula, charge and spin)   81.7 kcal/mol
Largest force on an atom   0.1356 Eh/bohr